1.
84
Properties=species:S:1:pos:R:3 method="wB97M-V/def2-TZVPD" e_lumo_ev="-0.93 / -0.77" spin_multiplicity=2 orbital_gap_ev="7.315 / 7.370" relative_energy_kj_mol=17.37 homo_ev="-8.2399 / -8.1402"
Ru 1.06739 -0.76836 0.75368
O 3.05744 2.36310 2.62119
C 2.80868 1.53930 1.76342
O 2.39926 0.33053 1.97751
C 2.97542 1.89121 0.28537
P 2.28304 0.54627 -0.72825
C 1.54447 1.31055 -2.19066
C 1.82293 2.63710 -2.52133
C 1.35581 3.17794 -3.70862
C 0.62690 2.39296 -4.58817
C 0.36285 1.06888 -4.27581
C 0.80890 0.53165 -3.07803
C 3.73982 -0.32260 -1.38251
C 4.62449 -0.87037 -0.45334
C 5.75628 -1.53790 -0.88587
C 6.01189 -1.66915 -2.24508
C 5.14187 -1.11564 -3.17027
C 4.00990 -0.43402 -2.74126
H 4.03998 1.97554 0.06201
H 2.50466 2.85386 0.09800
H 2.41552 3.25633 -1.86533
H 1.57299 4.21026 -3.94828
H 0.26934 2.81148 -5.51977
H -0.19854 0.45427 -4.96439
H 0.61219 -0.50681 -2.84162
H 4.41484 -0.79353 0.60592
H 6.42929 -1.97123 -0.15817
H 6.89045 -2.20408 -2.58141
H 5.34180 -1.20951 -4.22953
H 3.34076 -0.00129 -3.47356
I 0.49496 4.64656 3.50088
C 0.26649 2.69246 4.14733
C 0.23169 2.44525 5.53412
C 0.07292 1.17225 5.98791
I -0.02861 0.88943 8.05175
C -0.02497 0.08161 5.08085
C -0.25663 -1.25130 5.50091
C -0.40168 -2.23985 4.58262
C -0.23357 -1.91562 3.22406
N 0.03335 -0.70514 2.78835
C 0.08138 0.32667 3.69425
C 0.16809 1.67521 3.24618
O 0.24225 1.93050 1.90388
H 0.32423 3.27249 6.22139
H -0.33612 -1.46219 6.55842
H -0.60134 -3.26187 4.86669
H -0.30750 -2.69490 2.47675
F 1.06806 -5.11207 -2.54817
C 0.42455 -4.10687 -1.95882
C -0.96366 -4.11852 -1.95078
F -1.62067 -5.12021 -2.54050
C -1.64405 -3.06576 -1.38043
F -2.98381 -3.07803 -1.45887
C -0.94781 -2.01245 -0.80077
P -1.52225 -0.41131 -0.20768
C -2.36243 0.31126 -1.67387
C -2.99108 1.54691 -1.51289
C -3.70011 2.12078 -2.55301
C -3.81108 1.45673 -3.76882
C -3.19962 0.22559 -3.93428
C -2.46783 -0.33819 -2.89693
C -3.00693 -0.58188 0.85900
C -4.18770 -1.14763 0.36961
C -5.31297 -1.23074 1.16969
C -5.28965 -0.72750 2.46516
C -4.14136 -0.12430 2.94662
C -3.00877 -0.05194 2.14504
C 0.46055 -2.03394 -0.71977
Br 2.38340 -2.66639 1.61989
C 1.12444 -3.08114 -1.34863
F 2.45527 -3.14603 -1.43179
H -2.94696 2.06046 -0.56024
H -4.17832 3.08073 -2.41018
H -4.37852 1.89678 -4.57798
H -3.28791 -0.30407 -4.87431
H -1.99054 -1.29715 -3.04929
H -4.23219 -1.51290 -0.64610
H -6.21567 -1.67954 0.77706
H -6.17299 -0.79120 3.08690
H -4.12255 0.30183 3.94137
H -2.13568 0.44887 2.52173
F -0.32287 3.09558 0.01084
B -0.65751 2.69087 1.22100
F -1.86829 2.95506 1.68799



2.
116
Properties=species:S:1:pos:R:3 method="wB97M-V/def2-TZVPD" e_lumo_ev=-0.70 orbital_gap_ev=6.448 relative_energy_kj_mol=55.85 homo_ev=-7.1486
Hg -0.24400 -0.35262 0.09896
C -1.11302 -2.01041 -3.41774
Si -2.45982 -2.22392 -2.08255
C -2.88033 -4.09773 -2.06764
C -3.88994 -1.22624 -2.93385
N -2.03790 -1.74809 -0.45137
C -2.95101 -1.87213 0.56968
C -4.30120 -2.16362 0.32086
C -5.23274 -2.35356 1.31913
C -4.86535 -2.26344 2.64766
C -3.54701 -1.97841 2.94119
C -2.60636 -1.76790 1.94186
O -1.28781 -1.52700 2.27547
C -1.04286 -0.96024 3.51215
C -1.72832 0.16584 3.95998
C -1.42485 0.70907 5.19418
C -0.46861 0.11577 6.00294
C 0.20811 -1.00735 5.55700
C -0.06022 -1.53627 4.30671
H -1.59879 -1.93268 -4.38658
H -0.41435 -2.83693 -3.47877
H -0.56214 -1.09448 -3.25143
H -2.75798 -4.53402 -3.05537
H -3.89790 -4.29298 -1.74699
H -2.21976 -4.62990 -1.38906
H -4.32891 -1.81649 -3.73646
H -3.50867 -0.30999 -3.38011
H -4.69653 -0.94903 -2.26155
H -4.62135 -2.27955 -0.69640
H -6.25064 -2.59025 1.05210
H -5.57872 -2.41514 3.44321
H -3.23012 -1.93908 3.97273
H -2.49839 0.60372 3.34057
H -1.93173 1.60535 5.52114
H -0.25653 0.53075 6.97770
H 0.94761 -1.48296 6.18120
H 0.48858 -2.38869 3.93420
C -3.94380 2.50415 -0.41923
C -3.08942 1.40526 -0.30583
N -2.01914 1.40882 0.45278
C -1.70389 2.50999 1.14405
C -2.48662 3.68611 1.07121
C -3.63781 3.65277 0.26886
C -2.09541 4.83888 1.81011
C -0.98911 4.82344 2.58950
C -0.19030 3.65051 2.71189
C 0.95045 3.60059 3.53124
C 1.64926 2.42389 3.62646
C 1.21315 1.32423 2.88449
N 0.17546 1.35880 2.08192
C -0.54020 2.48724 1.99188
H -4.82807 2.43851 -1.03324
H -3.29153 0.48435 -0.83294
H -4.26873 4.52776 0.20497
H -2.70023 5.73074 1.72463
H -0.68920 5.69838 3.14981
H 1.25294 4.48582 4.07315
H 2.52516 2.32080 4.24544
H 1.73157 0.38419 2.97092
C 2.02973 5.27921 -1.15535
N 2.49379 3.98454 -0.71500
C 3.80396 3.74189 -0.51142
C 4.23068 2.52904 -0.08945
C 3.23200 1.52715 0.12466
N 1.94556 1.77962 -0.07893
C 1.51522 2.98603 -0.46123
O 0.34187 3.28206 -0.63073
N 3.57120 0.29940 0.48934
H 2.83187 5.81186 -1.66199
H 1.68138 5.86233 -0.29980
H 1.19550 5.13211 -1.84051
H 4.48819 4.56124 -0.69687
H 5.27189 2.31828 0.07988
H 4.48387 0.09960 0.86950
H 2.82478 -0.33863 0.73424
O -0.14228 0.73451 -2.24390
S 0.05321 2.00646 -2.96670
C 0.81246 1.46937 -4.58885
C -0.18731 1.75011 -5.69692
C -1.56224 1.53886 -5.07489
C -1.55933 2.36068 -3.80352
H 1.01728 0.40581 -4.48429
H 1.74851 2.00959 -4.71005
H -0.02539 1.08847 -6.54818
H -0.08814 2.78079 -6.04631
H -1.69025 0.48751 -4.81734
H -2.37060 1.82719 -5.74656
H -2.36303 2.11566 -3.11528
H -1.56418 3.42968 -4.00836
F 2.59856 -1.52473 2.51734
As 4.09163 -1.67032 3.50413
F 5.05474 -1.70492 2.00471
F 3.88005 -3.39034 3.42664
F 5.54955 -1.76586 4.41565
F 3.13276 -1.53422 4.94496
F 4.20194 0.12031 3.42883
C 2.29179 -1.86308 -2.08580
C 2.99408 -2.97395 -2.90360
N 3.00992 -4.22200 -2.15726
C 3.73507 -4.03915 -0.90816
C 3.11594 -2.87302 -0.10224
N 1.90398 -2.38373 -0.77233
C 0.99347 -3.52346 -0.93520
C 1.64322 -4.60169 -1.83593
H 1.39074 -1.50775 -2.58075
H 2.94910 -1.00490 -1.93017
H 4.02813 -2.70719 -3.13290
H 2.46787 -3.15501 -3.84482
H 4.78358 -3.84005 -1.13831
H 3.68703 -4.97737 -0.35244
H 3.83616 -2.05943 -0.03208
H 2.85253 -3.19090 0.90816
H 0.06123 -3.16329 -1.36847
H 0.78102 -3.90755 0.06335
H 1.09287 -4.71637 -2.77405
H 1.67786 -5.57509 -1.34126



3.
23
Properties=species:S:1:pos:R:3 method="wB97M-V/def2-TZVPD" e_lumo_ev=0.87 orbital_gap_ev=9.293 relative_energy_kj_mol=110.30 homo_ev=-8.4231 smiles=Cc1c[nH]cn1.CCC
C 1.69516 1.08320 1.30173
C 2.92964 -1.05874 0.29821
C 2.32676 -0.25631 1.26522
C 2.19055 -2.34049 1.99893
N 2.67577 -2.32581 0.69389
N 2.00602 -1.08740 2.35957
H 3.24836 -0.73854 -0.68579
H 3.02673 -3.03966 0.06670
H 0.63838 0.92602 1.11505
H 2.22724 1.81688 0.66775
H 1.91234 -3.26893 2.44290
H 1.73503 1.57553 2.30097
C -2.09705 1.15153 -0.99124
C -1.53297 -0.00640 -1.78968
C -3.61556 1.28640 -0.88766
H -1.63871 1.30675 0.03466
H -1.86429 2.09171 -1.54908
H -1.47005 0.11110 -2.87837
H -3.97344 1.13077 -1.90030
H -4.00511 0.45852 -0.30972
H -2.04267 -0.98445 -1.70603
H -0.52101 -0.08305 -1.37303
H -3.85113 2.25135 -0.47467



4.
36
Properties=species:S:1:pos:R:3 method="wB97M-V/def2-TZVPD" e_lumo_ev=0.66 orbital_gap_ev=10.247 homo_ev=-9.5844 smiles="BrCCC[C@@H]1CCOC1.CCOC(=O)C(F)(F)F"
Br -0.18798 2.71749 -0.41134
C -0.11268 1.21523 0.83483
C -0.84207 -0.02576 0.31162
C -2.07638 -0.39339 1.14807
C -3.32922 0.32364 0.67978
C -4.52285 0.33953 1.63699
C -5.63410 0.72026 0.68115
O -5.37116 -0.02897 -0.50528
C -3.96407 -0.24112 -0.59645
H 0.94146 1.03006 0.99888
H -0.56450 1.59458 1.74490
H -1.16376 0.17544 -0.70957
H -0.14625 -0.86146 0.27737
H -2.22817 -1.47384 1.12131
H -1.89423 -0.12496 2.19154
H -3.06366 1.37063 0.49007
H -4.36449 1.06853 2.43000
H -4.68933 -0.64602 2.07371
H -6.63615 0.45085 0.99842
H -5.55096 1.79147 0.47061
H -3.79330 -1.31909 -0.67054
H -3.57257 0.23722 -1.49641
C 5.10858 -0.68020 -2.95726
C 4.35818 0.30699 -2.09274
O 3.79682 -0.33121 -0.92309
C 4.63181 -0.55963 0.07411
O 5.79077 -0.28375 0.13800
C 3.85958 -1.22107 1.23609
F 3.14634 -2.26298 0.81108
F 3.01317 -0.33019 1.76511
F 4.68648 -1.62927 2.17884
H 4.45817 -1.50684 -3.24335
H 5.45480 -0.18182 -3.86200
H 5.97479 -1.08490 -2.43645
H 3.49547 0.71167 -2.61569
H 4.99152 1.13289 -1.77233



5.
10
Properties=species:S:1:pos:R:3 method="wB97M-V/def2-TZVPD" e_lumo_ev=-10.33 orbital_gap_ev=3.877 total_charge=+1 relative_energy_kj_mol=0.00 homo_ev=-14.2097
Tl 8.66863 -4.57386 8.59727
N 11.93131 0.36311 13.31653
O 12.30162 1.26353 14.01873
O 12.13061 0.28866 12.12024
O 11.32602 -0.56991 13.86693
Cl 11.63307 -3.74798 11.59031
O 12.07880 -5.05330 11.96548
O 11.12704 -3.04227 12.75735
O 12.76958 -3.03769 11.08413
O 10.55176 -3.84608 10.63658



6.
104
Properties=species:S:1:pos:R:3 method="wB97M-V/def2-TZVPD" e_lumo_ev=3.60 orbital_gap_ev=7.299 total_charge=-2 relative_energy_kj_mol=2.94 homo_ev=-3.7028
Cs -0.16058 -0.64663 -0.55055
C -1.85396 -0.12108 -4.18582
C -0.39030 -0.21891 -4.48435
C 0.30474 0.18178 -5.64130
C 1.62331 -0.14714 -5.39430
C 2.82811 0.05378 -6.25459
N 1.67845 -0.70789 -4.16954
N 0.44906 -0.74705 -3.60647
B 2.91312 -1.27720 -3.43799
N 3.46325 -0.27631 -2.39787
N 2.66492 0.49107 -1.61603
C 3.47331 1.17704 -0.82202
C 2.93179 2.14032 0.18698
C 4.81653 0.85303 -1.07754
C 4.76062 -0.08982 -2.08581
C 5.87455 -0.84330 -2.73668
N 2.56916 -2.62060 -2.75911
N 2.01112 -2.66802 -1.52884
C 1.72887 -3.93788 -1.28289
C 1.07571 -4.32189 0.00539
C 2.11295 -4.74271 -2.37382
C 2.63410 -3.85727 -3.29531
C 3.15977 -4.11372 -4.66965
H -2.38544 0.32604 -5.02652
H -2.05756 0.50080 -3.31078
H -2.28180 -1.10620 -3.99135
H -0.09639 0.65109 -6.52601
H 2.53962 0.57925 -7.16558
H 3.28914 -0.89610 -6.53324
H 3.58958 0.64419 -5.74174
H 3.76999 -1.47851 -4.26450
H 2.14681 1.67180 0.78288
H 2.52722 3.03574 -0.29375
H 3.71635 2.45374 0.87649
H 5.69794 1.22721 -0.58135
H 6.82275 -0.54774 -2.28642
H 5.92298 -0.64924 -3.80982
H 5.75098 -1.92020 -2.60656
H 0.68833 -3.42631 0.49118
H 1.78719 -4.78706 0.69277
H 0.23755 -4.99973 -0.15522
H 1.99439 -5.80814 -2.48928
H 3.10914 -5.18095 -4.88636
H 4.19648 -3.78584 -4.77182
H 2.57381 -3.58196 -5.42271
S -2.97393 3.25827 -1.66204
C -2.96796 2.35284 -0.27349
N -1.98778 2.32931 0.63096
C -2.23560 1.79891 1.97327
C -3.67390 2.08671 2.31144
N -4.51247 1.40222 1.33116
C -5.50989 0.46571 1.85243
C -4.86121 -0.62459 2.67068
C -4.09543 -1.60377 2.04038
C -3.42098 -2.55307 2.79394
C -3.51067 -2.53509 4.18003
C -4.28749 -1.57618 4.81294
C -4.95884 -0.62391 4.05852
C -4.12862 1.41070 0.04500
S -4.72858 0.45680 -1.15248
C -0.67340 2.93424 0.41917
C -0.51202 4.20668 1.21262
C 0.42476 4.25999 2.23691
C 0.57161 5.41620 2.99414
C -0.22261 6.52243 2.73382
C -1.16735 6.47023 1.71465
C -1.31339 5.31893 0.95666
H -1.55293 2.29835 2.65712
H -2.01437 0.73114 2.02723
H -3.85975 3.16599 2.29154
H -3.91428 1.70259 3.29975
H -6.04101 0.05712 0.99612
H -6.20969 1.03779 2.46931
H -4.02056 -1.63650 0.95973
H -2.82735 -3.29858 2.28308
H -2.96676 -3.26666 4.76448
H -4.35835 -1.55700 5.89395
H -5.55798 0.13521 4.55289
H -0.56061 3.11698 -0.64826
H 0.06100 2.20694 0.76699
H 1.02048 3.38008 2.44855
H 1.30107 5.44263 3.79427
H -0.11094 7.42370 3.32497
H -1.79150 7.33205 1.50985
H -2.04443 5.26732 0.15780
O -2.31453 -5.31639 -0.31890
Cl -3.03802 -4.13504 -0.72749
O -4.35674 -4.14569 -0.13786
O -2.32503 -2.95663 -0.24869
O -3.13665 -4.08703 -2.16139
F 0.40608 -0.10724 5.75246
C 0.12769 0.53320 4.59720
F 0.23462 1.85544 4.85459
F -1.16072 0.29976 4.33039
C 1.04019 0.13696 3.37799
O 0.54660 0.60355 2.24911
C 1.14173 -1.42809 3.33748
F 1.67110 -1.81800 2.17395
F 1.89726 -1.96730 4.31915
F -0.07346 -1.99100 3.42674
C 2.48173 0.69076 3.67260
F 3.38984 0.12931 2.86391
F 2.54238 2.01661 3.46509
F 2.91191 0.49262 4.94139



7.
19
Properties=species:S:1:pos:R:3 method="wB97M-V/def2-TZVPD" e_lumo_ev=0.56 orbital_gap_ev=10.182 relative_energy_kj_mol=830.21 homo_ev=-9.6246
C -0.67975 0.82713 0.24151
C -0.45783 -0.17363 1.37919
C 0.47303 -1.36845 1.14383
C -0.85404 0.33484 -1.17557
H 0.92571 1.50103 1.62795
H 0.45810 2.83046 0.22413
H -1.75938 1.02031 0.64192
H -1.60221 -0.24148 1.76189
H 0.06217 0.29928 2.27093
H 0.19123 -2.39737 0.49187
H 0.73901 -1.83230 2.15074
H 2.23835 -1.70429 0.97355
H 1.66827 0.56828 -0.09065
H -2.92221 -0.58110 -1.74750
N 0.51335 1.55546 0.45238
N 1.80704 -0.86361 1.06564
O 1.63450 -0.43350 -0.35013
O -2.26385 -0.32405 -1.02147
O -0.26193 0.50441 -2.18649



8.
67
Properties=species:S:1:pos:R:3 method="wB97M-V/def2-TZVPD" e_lumo_ev="-0.66 / -1.04" spin_multiplicity=3 orbital_gap_ev="6.012 / 5.609" relative_energy_kj_mol=509.07 homo_ev="-6.6673 / -6.6450"
Ni 0.94255 -0.67710 0.14032
S -0.38274 1.12441 -0.71893
C 0.28243 2.16776 0.54597
N -0.35906 3.18001 1.07826
N -1.56742 3.39547 0.63213
C -2.41859 4.34283 1.18036
C -2.04667 5.10307 2.29069
C -2.92734 6.03835 2.80335
C -4.17273 6.23180 2.22006
C -4.53978 5.47292 1.11743
C -3.67244 4.52906 0.59686
N 1.54317 1.96290 0.99234
N 2.05053 0.85411 0.62844
C 3.41337 0.70159 0.76674
C 3.85402 -0.71126 0.90854
C 5.26624 -1.01407 1.27274
C 6.22209 0.12090 1.17995
C 5.74317 1.45999 0.68228
C 4.30068 1.71648 0.70112
H -1.91391 2.74677 -0.07701
H -1.07377 4.93228 2.72883
H -2.64602 6.61714 3.67370
H -4.85737 6.96520 2.62559
H -5.51094 5.61808 0.66210
H -3.95533 3.93081 -0.26201
H 3.09477 -2.44167 1.19372
H 5.49583 -1.84549 1.92623
H 8.11123 0.68322 0.61637
H 6.38593 2.31698 0.86470
H 3.93741 2.73034 0.62037
C 1.61850 -5.58851 -1.25998
N 1.25759 -4.41670 -0.47923
C 0.84672 -4.62815 0.90592
C 1.44392 -3.19368 -0.92439
N 1.56371 -2.09336 -1.28158
H 2.45138 -6.11751 -0.78980
H 1.91001 -5.28907 -2.26290
H 0.76540 -6.26669 -1.31963
H 1.66044 -5.07696 1.48421
H -0.01197 -5.30069 0.93598
H 0.55702 -3.68264 1.35833
C -5.27352 -0.43057 -0.66884
C -4.65855 -0.98246 -1.95406
C -3.75754 0.05323 -2.62062
C -3.92113 -2.30457 -1.68713
N -2.82580 -2.17985 -0.74285
C -1.56981 -1.76709 -0.93514
N -0.95456 -1.78879 0.22932
N -1.85362 -2.23338 1.12334
N -2.97750 -2.46393 0.56088
H -5.93850 0.40293 -0.89685
H -4.49792 -0.06815 0.00865
H -5.84987 -1.19513 -0.14524
H -5.46361 -1.23732 -2.65002
H -2.96383 0.38579 -1.94970
H -4.34237 0.93054 -2.89952
H -3.29752 -0.34216 -3.52991
H -3.52123 -2.70507 -2.61886
H -4.61085 -3.02713 -1.25368
H -1.13985 -1.46936 -1.87531
O 2.82211 -1.52878 1.35333
N 4.74751 -1.35895 -0.07052
C 5.39661 -0.51215 -0.98790
C 6.29946 0.44682 -0.32937
N 7.43963 -0.04997 0.41321
C 5.12509 -0.56139 -2.34531
N 4.92510 -0.61204 -3.48610



9.
19
Properties=species:S:1:pos:R:3 method="wB97M-V/def2-TZVPD" e_lumo_ev=0.80 orbital_gap_ev=9.300 relative_energy_kj_mol=314.19 homo_ev=-8.4951 smiles="N/C=C/CCN.O"
C 0.90907 -1.20620 1.33790
C 0.40271 0.32279 0.82234
C 0.55742 0.50900 -0.58560
C 0.22081 -0.44404 -1.47057
N 0.03614 -0.00020 -2.83840
N 0.49194 -1.48057 2.67267
H 1.90784 -1.26841 1.12954
H 0.34660 -1.80628 0.51796
H -0.63085 0.42066 1.23560
H 1.04096 0.91763 1.44002
H 0.70577 1.49411 -0.93042
H -0.00573 -1.51632 -1.55502
H 0.96793 -0.11169 -3.33298
H -0.13743 1.05536 -2.88322
H 1.33092 -1.72370 3.30076
H 0.04622 -0.69465 3.12810
H -2.51685 1.52088 -1.37076
H -3.27940 2.02824 -0.15377
O -2.39406 1.98338 -0.46417



10.
12
Properties=species:S:1:pos:R:3 method="wB97M-V/def2-TZVPD" e_lumo_ev=1.08 orbital_gap_ev=11.730 relative_energy_kj_mol=127.74 homo_ev=-10.6544 smiles="O=COC1CC1"
O -0.15986 2.55182 -0.07968
C -0.97668 1.77176 -0.48406
O -1.16199 0.50668 -0.07240
C -0.08458 -0.09407 0.61967
C 1.05977 -0.52237 -0.23678
C 0.09245 -1.54138 0.31135
H -1.70047 1.96449 -1.28180
H 0.08744 0.28842 1.62167
H 0.97964 -0.28670 -1.29462
H 2.06330 -0.46024 0.16930
H -0.61902 -1.98029 -0.38278
H 0.42001 -2.19813 1.11011